Record 1
The following is a DFT calculation (ωB97M-V with the def2-TZVPD basis set) of an isolated molecule of C24H28N2O5.

XYZ file:
```
59
Properties=species:S:1:pos:R:3:forces:R:3:mulliken_charge:R:1
C -6.799899 -0.666747 -0.039100 -0.1 0.0 0.2 -0.808
O -5.950992 -0.578891 -1.157150 0.2 0.0 -0.2 -0.473
C -4.604307 -0.603127 -0.965423 0.2 0.0 -0.3 0.516
C -3.824273 -0.520962 -2.116334 -0.3 0.0 0.0 -1.031
C -2.448498 -0.530617 -2.013722 -0.1 -0.1 0.3 -0.357
C -1.817058 -0.628078 -0.785321 0.1 -0.1 0.2 0.292
C -0.315915 -0.611916 -0.647650 -0.2 -0.2 0.1 -0.139
N 0.116063 0.581083 0.064030 0.1 0.1 -0.3 0.499
C 0.676230 0.581474 1.288404 0.2 -0.5 0.0 0.740
O 0.750394 1.572173 1.993886 -0.1 0.3 0.3 -0.624
C 1.325670 -0.722853 1.769355 -0.1 0.1 0.3 -1.919
N 2.277917 -1.265079 0.816933 -0.2 0.1 0.1 0.264
C 2.166632 -2.564780 0.445412 0.1 -0.3 -0.2 0.848
O 1.301188 -3.306067 0.868222 0.0 -0.2 0.0 -0.650
C 3.230094 -3.033720 -0.536249 0.0 -0.4 0.2 -0.610
O 3.582767 -2.061227 -1.492781 -0.1 0.4 -0.1 -0.492
C 3.864959 -0.837830 -0.946490 0.2 0.2 0.1 0.387
C 4.744759 0.004801 -1.606702 -0.2 -0.2 0.1 -0.710
C 5.051481 1.242135 -1.068761 0.0 0.0 0.0 -0.557
C 4.496841 1.625214 0.139356 0.0 0.0 0.0 -0.759
C 3.602524 0.796980 0.795857 0.1 -0.1 0.0 -0.510
C 3.255750 -0.431024 0.246910 0.4 0.0 -0.4 0.797
C -0.342578 1.838488 -0.517431 0.2 0.3 0.1 -0.428
C -1.444250 2.554779 0.296884 -0.1 0.0 0.1 -0.547
C -0.930180 3.979090 0.525316 -0.1 0.1 -0.1 -0.702
C 0.057996 4.207056 -0.615195 0.1 0.0 0.1 -0.806
C 0.785102 2.869388 -0.689918 0.0 0.0 -0.2 -0.488
C -2.603101 -0.716860 0.371140 0.1 0.0 -0.4 -0.063
O -1.918175 -0.813961 1.543828 0.1 0.0 -0.4 -0.143
C -2.633129 -0.875837 2.752961 -0.1 0.0 0.3 -1.134
C -3.989581 -0.702165 0.278637 -0.2 0.0 0.3 -0.352
H -7.813135 -0.633137 -0.436284 0.1 0.0 0.1 0.241
H -6.653900 0.175363 0.645479 0.0 0.0 0.0 0.318
H -6.657118 -1.607384 0.502788 0.0 0.0 0.0 0.315
H -4.316742 -0.448777 -3.071802 -0.1 0.0 -0.1 0.444
H -1.849496 -0.468396 -2.910606 0.1 0.0 -0.1 0.467
H 0.152268 -0.628225 -1.638462 0.0 -0.1 0.1 0.399
H -0.019914 -1.504429 -0.102943 0.1 0.0 0.0 0.007
H 1.825913 -0.498306 2.717390 -0.1 0.1 -0.1 0.272
H 0.570762 -1.492042 1.952529 0.1 0.1 0.0 0.656
H 4.117855 -3.342078 0.041342 -0.1 0.0 -0.1 0.270
H 2.851921 -3.897362 -1.085912 0.0 0.1 0.2 0.353
H 5.174097 -0.328771 -2.537807 0.1 -0.1 -0.1 0.474
H 5.734132 1.896998 -1.587462 0.1 0.1 0.0 0.401
H 4.750048 2.579194 0.574792 0.0 0.1 0.0 0.424
H 3.168885 1.120440 1.726816 -0.1 0.0 0.1 0.414
H -0.738189 1.583842 -1.502900 0.1 0.0 0.1 0.650
H -1.615676 2.043500 1.240989 -0.1 -0.1 0.0 -0.097
H -2.378642 2.555210 -0.266303 0.0 0.0 0.0 0.445
H -0.396156 4.019896 1.473951 0.0 0.0 0.1 0.252
H -1.734689 4.713080 0.540327 0.0 0.1 0.1 0.427
H -0.477012 4.398808 -1.547671 0.0 0.1 -0.1 0.319
H 0.734269 5.038729 -0.424852 0.0 0.1 -0.1 0.414
H 1.484594 2.790120 0.139671 0.0 0.0 0.0 0.125
H 1.331158 2.723374 -1.621548 0.1 0.0 0.0 0.360
H -3.256125 -1.774378 2.807151 0.0 0.0 0.0 0.355
H -3.255502 0.012891 2.898492 0.0 0.0 0.0 0.418
H -1.878737 -0.913602 3.537323 -0.1 0.0 0.0 0.271
H -4.586389 -0.770066 1.172325 -0.1 0.0 0.1 0.562
```
Positions in Å, forces in eV/Å.

Output
* charge: 0
* energy above the lowest of the compared OMol25 structures with the same formula, charge and spin: 51.46 kcal per mole
* calculated total energy: -38560.5243 eV
* SMILES: COc1ccc(CN(C(=O)CN2C(=O)COc3ccccc32)C2CCCC2)c(OC)c1
* 2S+1: 1
* HOMO level: -8.26 eV

=====

Record 2
The following is a DFT calculation (ωB97M-V with the def2-TZVPD basis set) of a cluster of 11 separate species, C54H126O27S2 in total in a non-equilibrium geometry.

XYZ file:
```
209
Properties=species:S:1:pos:R:3:forces:R:3:mulliken_charge:R:1
O -4.117807 0.459445 4.875378 0.8 -0.1 -1.3 -0.772
S -3.642410 -0.503747 3.877233 -1.3 -1.1 0.5 1.023
O -2.809489 -0.216929 2.726031 0.1 0.8 0.6 -0.277
C -2.972050 -1.893941 4.866271 0.1 0.9 0.1 -0.989
C -4.063713 -2.938292 4.832961 -0.4 -0.6 0.4 0.064
C -5.407733 -2.273083 4.528776 -0.3 0.4 -0.5 -0.763
C -5.126995 -1.397031 3.294682 0.5 0.4 0.8 -0.789
H -2.799893 -1.480248 5.873510 -0.1 -0.1 -0.4 0.401
H -2.033340 -2.205100 4.434146 0.2 -0.1 -0.2 0.370
H -3.952518 -3.608461 3.983910 0.6 -0.2 0.0 -0.144
H -4.033971 -3.544489 5.756515 -0.2 0.3 -0.4 0.457
H -5.813254 -1.640964 5.322215 0.1 -0.2 0.1 0.385
H -6.136393 -3.028457 4.258070 -0.2 -0.1 0.2 0.063
H -5.889089 -0.660425 3.048155 0.0 -0.1 0.2 0.466
H -4.896865 -1.973693 2.394602 0.2 0.1 0.1 0.446
O 0.945661 -0.717175 1.188434 -0.6 -0.2 -0.7 -0.851
S 0.300258 -0.069400 0.056049 0.6 1.2 0.0 1.664
O -0.489507 -0.780598 -0.936193 0.2 -0.1 0.7 -0.364
C -0.615072 1.391835 0.701496 0.1 -0.3 -0.2 -0.345
C 0.369212 2.520126 0.530404 -0.3 1.1 -0.2 -0.029
C 1.087673 2.340742 -0.803075 0.2 -0.4 -0.1 0.579
C 1.604293 0.905893 -0.847528 -0.5 -0.4 0.3 -0.199
H -0.835981 1.264305 1.754577 -0.2 -0.5 0.0 0.483
H -1.533455 1.582048 0.137544 0.2 -0.4 -0.1 -0.398
H -0.178591 3.470549 0.463491 0.1 -0.2 0.3 -0.541
H 1.015011 2.544512 1.411525 0.3 0.1 -0.3 0.246
H 1.879802 3.084162 -0.963051 -0.2 -0.2 0.2 0.264
H 0.359055 2.473811 -1.604912 0.0 0.1 0.0 -0.730
H 2.540838 0.786291 -0.297182 -0.2 -0.2 0.0 0.316
H 1.674146 0.458957 -1.842235 0.1 0.1 0.2 -0.374
C 4.186722 10.223015 -1.073592 -0.9 0.2 -0.2 -0.791
O 3.241456 9.163278 -0.995909 1.1 0.1 0.1 -0.258
C 3.127170 8.722022 0.358247 -0.7 0.5 -1.4 -0.545
C 2.154274 7.571611 0.269265 0.0 0.1 0.1 0.071
O 1.511765 7.518901 1.509059 -0.2 -0.4 -0.2 -0.454
C 0.610379 6.450643 1.526982 -0.5 -0.4 0.1 0.372
C 0.010948 6.366456 2.886987 0.3 -0.2 0.2 -0.740
O 0.988539 5.986864 3.859099 -1.3 -0.2 -0.5 -0.060
C 0.287174 5.959621 5.071788 -0.2 0.0 0.8 -0.834
H 3.856946 10.961650 -0.332748 0.5 0.2 0.0 0.326
H 4.100376 10.677103 -2.063485 0.1 -0.1 0.1 0.237
H 5.224939 9.908540 -0.912054 -0.2 -0.1 0.2 0.290
H 2.688532 9.559985 0.942400 0.2 -0.6 0.0 0.339
H 4.102832 8.444769 0.751708 0.1 -0.1 0.2 0.365
H 2.626997 6.602636 0.017465 0.1 0.3 0.2 0.062
H 1.420822 7.747001 -0.533109 0.1 0.2 0.1 0.109
H 1.146128 5.505645 1.264593 -0.5 0.4 0.1 -0.017
H -0.273176 6.585137 0.849044 0.8 0.0 -0.1 0.062
H -0.860345 5.678716 2.809626 0.5 0.0 0.4 0.193
H -0.359453 7.339944 3.218502 -0.2 0.2 -0.4 0.419
H -0.600738 5.301914 5.031445 0.3 0.0 -0.1 0.304
H -0.107296 6.961927 5.352166 0.4 -0.3 -0.1 0.328
H 0.961723 5.587608 5.838132 0.0 0.1 0.1 0.243
C 2.128602 -3.811784 -0.772070 0.8 1.2 -0.6 -0.483
O 2.832312 -5.015012 -0.960946 -0.5 -0.3 0.5 -0.368
C 1.934146 -6.069462 -0.689023 -0.1 0.5 -0.8 -0.169
C 2.571550 -7.374915 -0.974999 -0.5 0.1 -0.6 -0.807
O 3.381040 -7.723222 0.083014 0.9 -1.0 0.3 -0.245
C 3.887683 -9.044449 -0.150483 -1.6 0.2 0.4 -0.537
C 4.572041 -9.523996 1.087121 -0.1 -0.7 0.0 -0.539
O 5.913442 -9.189693 1.080363 0.8 0.2 0.5 -0.415
C 6.136397 -7.798437 1.226646 -0.2 -0.1 -0.1 -0.580
H 1.215002 -3.805867 -1.395244 0.1 0.1 0.4 0.238
H 2.788720 -3.012217 -1.148379 -0.3 -0.2 0.2 0.095
H 1.914644 -3.598856 0.287554 -0.2 -0.2 -0.3 0.381
H 1.065307 -5.946976 -1.363308 0.0 -0.1 0.3 0.378
H 1.587868 -6.051994 0.349869 0.0 0.1 0.1 0.137
H 3.154982 -7.337168 -1.904961 -0.1 0.1 -0.1 0.301
H 1.755139 -8.100208 -1.114021 0.1 -0.2 0.0 0.395
H 4.489892 -9.066342 -1.058676 0.3 -0.1 0.0 0.331
H 3.002254 -9.680758 -0.301338 0.1 -0.1 -0.2 0.466
H 4.521713 -10.630373 1.159227 0.0 0.6 0.0 0.336
H 4.049720 -9.069864 1.947672 0.1 -0.2 -0.1 0.313
H 5.829769 -7.235130 0.339204 0.3 -0.1 -0.1 0.227
H 7.193768 -7.740376 1.435002 0.2 0.5 0.0 0.263
H 5.544270 -7.368148 2.044103 0.1 -0.2 0.2 0.280
C -2.595206 -8.093379 7.112242 -1.0 0.5 1.3 -0.715
O -2.848657 -7.794530 5.781155 0.6 -0.4 -0.7 -0.302
C -1.999651 -6.752157 5.360568 -0.3 0.4 0.1 -0.574
C -2.382883 -6.291008 3.997666 -0.4 0.0 -1.0 -0.024
O -1.963125 -7.202922 2.978347 -0.1 -0.6 1.1 -0.447
C -2.465977 -6.918458 1.690524 0.3 -0.8 0.6 -0.816
C -1.640918 -5.833174 1.134396 -1.2 1.5 -0.3 -0.476
O -2.179890 -4.558700 1.595096 1.4 -1.2 -1.0 -0.065
C -1.342632 -3.557607 1.043124 -1.0 1.7 0.7 -0.407
H -2.661992 -7.138216 7.685503 0.3 -0.5 0.0 0.306
H -1.614155 -8.543878 7.299094 -0.1 -0.1 -0.1 0.277
H -3.429579 -8.712987 7.502123 0.7 0.0 -0.4 0.249
H -0.920415 -6.971230 5.384370 -0.2 -0.4 0.2 0.344
H -2.185606 -5.915481 6.057422 0.3 0.1 -0.2 0.311
H -1.960436 -5.291901 3.820103 -0.1 -0.2 0.0 0.126
H -3.478051 -6.244122 3.928267 0.0 0.3 0.2 0.240
H -3.540945 -6.701644 1.730989 0.1 0.1 -0.2 0.311
H -2.289542 -7.807065 1.070104 -0.2 0.0 0.3 0.365
H -1.697518 -5.847994 0.041001 0.3 0.1 -0.1 0.515
H -0.626360 -5.986820 1.507400 0.2 0.2 -0.3 0.369
H -1.710889 -2.638144 1.525770 0.4 0.0 -0.2 -0.208
H -1.491178 -3.380871 -0.038550 0.2 -0.5 0.3 0.335
H -0.289040 -3.680211 1.316387 -0.1 -0.1 -0.2 0.301
C 6.193242 -1.674662 -0.692594 -0.1 -0.9 1.2 -0.785
O 5.217542 -1.884633 -1.681589 1.3 1.4 -1.0 -0.106
C 5.375012 -0.825347 -2.651251 0.0 -0.5 0.6 -0.489
C 4.500477 -1.134976 -3.803763 -0.9 0.7 -0.5 -0.686
O 3.144364 -0.909152 -3.409398 -0.5 0.0 -0.6 0.203
C 2.225609 -0.988400 -4.514425 0.7 0.1 0.5 -0.392
C 1.812355 -2.391403 -4.859247 -0.1 0.1 1.0 -0.558
O 2.853612 -3.090275 -5.483942 0.0 0.0 -0.4 -0.294
C 2.326752 -4.170676 -6.215120 -0.3 -0.1 0.1 -0.754
H 7.235403 -1.661220 -1.054404 -0.4 0.1 -0.3 0.350
H 6.104210 -2.547955 -0.028001 0.1 0.4 0.1 0.237
H 5.998746 -0.752963 -0.113093 0.1 -0.2 -0.2 0.205
H 6.405848 -0.668486 -3.035963 -0.2 -0.7 0.4 0.438
H 5.120565 0.133611 -2.167709 -0.3 -0.2 -0.2 0.110
H 4.597970 -2.149307 -4.203499 0.3 0.1 0.2 0.259
H 4.757077 -0.407516 -4.585726 0.0 -0.1 -0.3 0.353
H 2.675144 -0.477641 -5.383976 -0.3 -0.1 0.1 0.358
H 1.303366 -0.492369 -4.214774 0.1 0.3 0.1 0.222
H 0.904156 -2.305414 -5.490344 0.3 -0.3 0.1 0.531
H 1.572422 -2.902799 -3.896083 -0.2 0.2 -0.6 0.032
H 1.570799 -3.775962 -6.901310 0.0 -0.2 -0.3 0.316
H 1.818890 -4.898840 -5.554326 0.3 0.1 -0.2 0.264
H 3.138675 -4.639014 -6.767250 -0.1 -0.1 0.1 0.254
C -9.223704 -2.767765 4.634272 1.0 -0.1 1.2 -0.897
O -8.775009 -2.036475 3.527536 -0.4 -0.8 -0.2 -0.270
C -8.559141 -2.865979 2.394367 -0.3 -0.1 0.3 -0.431
C -8.597372 -1.942204 1.248646 0.1 0.3 -1.0 -0.769
O -7.343499 -1.327250 1.226259 0.2 0.4 -0.3 0.018
C -7.282938 -0.389226 0.195055 -0.6 0.5 -0.3 -1.185
C -5.911421 0.095787 0.045738 1.2 1.1 0.5 0.138
O -5.111781 -0.883229 -0.510598 0.5 -1.1 -0.6 -0.525
C -3.736085 -0.551682 -0.670318 -0.3 0.1 0.3 0.182
H -8.580860 -3.654225 4.824845 -0.2 0.3 -0.2 0.334
H -10.262236 -3.122044 4.619932 0.0 0.3 -0.4 0.333
H -9.064567 -2.086172 5.478530 -0.4 -0.3 0.0 0.274
H -9.341595 -3.617082 2.268065 0.0 -0.2 0.3 0.520
H -7.563137 -3.327019 2.443853 -0.2 -0.2 0.1 0.186
H -9.414948 -1.214540 1.446397 0.3 -0.2 -0.4 0.301
H -8.694121 -2.412542 0.251300 -0.6 -0.2 0.5 0.426
H -7.898493 0.479240 0.471566 -0.2 -0.1 -0.3 0.360
H -7.577334 -0.771880 -0.798281 -0.4 -0.3 0.4 0.336
H -5.562583 0.411922 1.041496 0.3 0.0 -0.1 -0.008
H -5.925737 0.993240 -0.582282 0.0 0.2 -0.1 0.498
H -3.213522 -1.361892 -1.202727 -0.4 0.2 0.4 0.203
H -3.304839 -0.385642 0.325271 0.2 0.0 -0.2 -0.156
H -3.640149 0.358042 -1.272681 0.1 0.1 0.0 0.127
C 3.846679 2.870711 -3.480750 -0.2 -0.7 0.5 0.075
O 3.918794 3.982229 -4.306341 -0.3 0.2 -0.6 -0.363
C 4.296925 5.183713 -3.667911 0.9 -1.0 0.6 -0.027
C 4.303945 6.262025 -4.686208 0.6 0.1 -0.2 -0.780
O 3.065234 6.868035 -4.762075 -1.4 1.0 -0.4 -0.357
C 2.172520 6.151040 -5.611301 0.6 -0.1 -0.3 -0.611
H 3.331023 2.077246 -4.030421 0.1 0.1 0.1 0.044
H 3.248594 3.101073 -2.585658 0.2 -0.2 0.0 -0.109
H 4.836936 2.470571 -3.176900 -0.3 0.4 0.0 0.350
H 5.319403 5.041368 -3.292970 0.0 0.1 0.3 0.475
H 3.630612 5.439275 -2.820849 0.2 -0.1 -0.3 -0.050
H 4.569513 5.837398 -5.660906 0.2 -0.1 0.0 0.359
H 5.082240 6.989326 -4.435112 -0.4 0.2 0.1 0.409
H 1.264687 6.728260 -5.841715 0.5 0.0 0.4 0.249
H 1.930713 5.174428 -5.189966 -0.2 0.0 0.1 0.177
H 2.730121 5.948022 -6.535783 -0.4 0.0 -0.2 0.334
C -1.519220 0.424080 -7.365029 -0.6 0.3 -0.7 -0.718
O -2.425393 0.376341 -6.284844 0.6 0.0 0.0 -0.278
C -3.483165 1.312900 -6.365341 -0.5 -0.3 -0.7 -0.561
C -3.942922 1.603836 -4.973089 0.6 -0.4 0.9 -0.492
O -3.100407 2.514006 -4.293648 0.6 0.1 0.1 -0.400
C -1.796165 2.029870 -3.922029 -0.5 0.0 0.0 0.036
H -2.044961 0.370918 -8.336566 0.0 -0.1 0.3 0.338
H -0.859545 -0.431442 -7.316885 0.2 -0.1 0.2 0.150
H -0.944691 1.359536 -7.398228 0.1 -0.1 0.3 0.338
H -4.304925 0.836269 -6.916262 -0.1 0.1 -0.1 0.426
H -3.199495 2.217369 -6.911845 0.2 0.1 0.1 0.362
H -3.907366 0.624205 -4.461841 -0.3 0.2 0.1 0.226
H -4.950089 2.016196 -4.887111 0.1 0.0 -0.3 0.370
H -1.421215 2.784728 -3.214025 0.1 -0.4 -0.2 -0.395
H -1.102659 1.909067 -4.769855 -0.3 0.3 0.1 0.212
H -1.874818 1.027860 -3.463865 0.0 0.4 0.1 0.332
C 3.977260 5.000874 3.484304 0.2 1.2 0.0 -0.562
O 3.863180 3.627651 3.717192 -1.1 0.7 0.2 -0.341
C 4.453268 2.959505 2.672671 1.3 -0.2 -0.7 -0.424
C 4.530448 1.524122 3.022691 -0.6 -0.6 -1.1 0.022
O 5.448298 1.337704 4.045228 0.4 -0.6 0.5 -0.384
C 5.737765 -0.044549 4.140524 -0.3 0.0 -0.3 -0.681
H 5.046553 5.208229 3.238260 -0.5 0.3 0.4 0.377
H 3.611657 5.586879 4.355144 0.4 -0.6 -0.5 0.201
H 3.379598 5.335902 2.614609 0.1 -0.2 0.2 0.141
H 5.503976 3.336066 2.625943 -0.4 -0.2 -0.5 0.374
H 3.975325 3.057272 1.656742 0.0 0.3 0.8 0.182
H 4.871231 0.979688 2.106367 -0.3 0.1 0.4 -0.007
H 3.507204 1.176831 3.291535 0.5 -0.1 0.0 0.300
H 6.387875 -0.242809 4.985834 0.0 0.2 0.1 0.292
H 6.245441 -0.376723 3.217740 -0.1 -0.1 0.2 0.226
H 4.789893 -0.597155 4.245418 0.3 -0.1 0.1 0.294
C -3.231418 3.660317 1.448180 -0.2 0.1 -0.4 -0.599
O -2.508866 4.475581 0.546522 0.2 0.5 1.0 -0.172
C -2.943942 4.434268 -0.772473 -0.3 -1.0 0.2 0.061
C -2.050287 5.233285 -1.605941 0.0 0.4 -1.3 -1.270
O -0.748860 4.695772 -1.699027 -0.2 0.3 0.2 0.577
C -0.062778 5.438122 -2.677040 0.7 0.2 0.0 -0.976
H -2.755247 3.672298 2.435576 -0.1 0.1 -0.4 0.197
H -3.262010 2.646944 1.056219 0.0 -0.4 0.2 0.063
H -4.261545 4.017829 1.509813 -0.1 0.0 0.3 0.439
H -3.954660 4.832793 -0.987672 0.0 -0.2 0.7 0.442
H -2.907939 3.394850 -1.142595 -0.2 0.0 0.0 -0.142
H -2.035499 6.301009 -1.306397 0.1 -0.4 -0.1 0.403
H -2.535967 5.135110 -2.594611 0.3 0.5 -0.1 0.383
H -0.484572 5.256956 -3.681728 0.3 -0.1 0.2 0.362
H 1.015509 5.203028 -2.614067 -0.5 -0.1 -0.2 0.016
H -0.169156 6.508009 -2.464977 0.1 0.1 -0.1 0.326
```
Positions in Å, forces in eV/Å.

Output
* charge: 0
* energy above the lowest of the compared OMol25 structures with the same formula, charge and spin: 0.00 kcal per mole
* calculated total energy: -134979.4342 eV
* SMILES: O=S1(=O)CCCC1.O=S1(=O)CCCC1.COCCOCCOC.COCCOCCOC.COCCOCCOC.COCCOCCOC.COCCOCCOC.COCCOC.COCCOC.COCCOC.COCCOC
* 2S+1: 1
* HOMO level: -9.33 eV